1.
14
Properties=species:S:1:pos:R:3 method="wB97M-V/def2-TZVPD" max_force_ev_per_a=0.37 orbital_gap_ev=9.5 energy_ha=-324.69247 total_charge=0 spin_multiplicity=1
H -2.80 1.71 0.46
N -2.04 1.83 1.13
C -1.08 1.07 0.83
C -0.89 0.04 -0.27
C 0.56 -0.34 -0.11
C 1.34 -1.22 -1.03
C 0.99 0.26 1.00
O 0.06 1.08 1.61
H -1.56 -0.80 -0.06
H -1.16 0.43 -1.26
H 0.86 -2.18 -1.20
H 2.35 -1.40 -0.64
H 1.46 -0.74 -2.02
H 1.94 0.23 1.50

=====

2.
14
Properties=species:S:1:pos:R:3 method="wB97M-V/def2-TZVPD" max_force_ev_per_a=0.43 orbital_gap_ev=9.6 energy_ha=-324.72099 total_charge=0 smiles="C[C@H]1C=CNC1=O" spin_multiplicity=1
C -1.80 0.15 0.24
C -0.44 0.18 -0.44
C 0.57 1.17 0.10
C 1.72 0.52 0.32
N 1.61 -0.84 -0.01
C 0.32 -1.15 -0.37
O -0.11 -2.26 -0.61
H -2.41 1.00 -0.07
H -1.69 0.19 1.33
H -2.32 -0.78 -0.02
H -0.59 0.37 -1.52
H 0.38 2.22 0.28
H 2.66 0.90 0.70
H 2.32 -1.54 0.13

=====

3.
15
Properties=species:S:1:pos:R:3 method="wB97M-V/def2-TZVPD" max_force_ev_per_a=4.53 orbital_gap_ev=10.1 energy_ha=-399.88823 total_charge=0 smiles="C=CC(=O)NCC=O" spin_multiplicity=1
C -1.81 1.46 -0.14
C -1.52 0.33 -0.78
C -1.13 -0.89 -0.15
O -1.80 -1.88 -0.12
N 0.08 -0.87 0.48
C 1.17 0.01 0.49
C 2.47 -0.48 -0.28
O 3.46 0.16 -0.42
H -2.37 2.21 -0.49
H -1.45 1.75 0.76
H -2.04 0.29 -1.80
H 0.28 -1.60 1.15
H 0.84 1.03 0.23
H 1.54 0.07 1.49
H 2.27 -1.60 -0.43

=====

4.
15
Properties=species:S:1:pos:R:3 method="wB97M-V/def2-TZVPD" max_force_ev_per_a=7.96 orbital_gap_ev=9.9 energy_ha=-399.67591 total_charge=0 smiles="C[C@@H]1[C@H]2OC=NO[C@H]12" spin_multiplicity=1
C 2.68 0.10 -0.34
C 1.34 -0.44 0.34
C 0.14 -0.79 -0.34
O -1.03 -1.43 0.13
C -1.88 -0.25 -0.25
N -1.65 0.96 -0.26
O -0.38 1.41 0.04
C 0.19 0.37 0.64
H 3.33 0.72 0.20
H 3.29 -0.76 -0.61
H 2.54 0.86 -1.14
H 1.61 -0.54 1.48
H 0.23 -0.52 -1.44
H -2.82 -0.66 -0.08
H -0.20 0.45 1.75

=====

The HOMO energy results, record by record, are as follows: -8.75 -8.68 -9.61 -8.95 eV.